[1]
Computed, not measured: a cluster of 3 separate species, C19H24NO9P in total at a distorted geometry, with the ωB97M-V functional and the def2-TZVPD basis.

XYZ file:
```
54
Properties=species:S:1:pos:R:3:forces:R:3:nbo_charge:R:1
C -0.2761 0.9362 0.3115 0.2 -0.4 0.1 -0.61
C 0.1749 -0.1010 -0.7283 -0.3 0.4 0.3 -0.43
C 0.7300 -1.3542 -0.0757 0.4 0.8 -0.3 -0.08
O -0.1833 -2.0612 0.7402 0.3 -0.6 -0.3 -0.57
C -1.1036 -2.8612 -0.0086 -0.6 0.9 0.6 -0.37
P -2.8495 -2.5028 0.5198 0.4 -0.3 -0.6 0.75
N -3.1233 -0.9931 -0.2476 -0.9 -1.2 0.4 -0.85
C -4.0430 -0.2256 0.2077 0.6 0.1 0.0 0.44
C -3.8481 0.5326 1.4916 -0.3 -0.6 0.0 -0.71
C -5.2984 -0.0578 -0.5804 0.5 1.3 -0.8 -0.70
H -1.2556 1.3388 0.0841 -0.1 0.1 0.0 0.20
H 0.4294 1.7567 0.4050 0.1 0.1 0.0 0.20
H -0.3278 0.4286 1.2727 -0.2 0.2 0.2 0.21
H 0.9779 0.3071 -1.3379 0.1 0.0 -0.2 0.21
H -0.6608 -0.3048 -1.3948 0.0 -0.3 -0.1 0.21
H 1.1881 -1.9688 -0.8451 -0.2 -0.4 0.0 0.19
H 1.5330 -1.0285 0.5874 0.1 -0.1 0.2 0.18
H -1.0840 -2.5670 -1.0550 0.0 -0.1 -0.2 0.21
H -0.8849 -3.9230 0.0678 0.1 -0.1 0.1 0.20
H -2.6316 -2.2999 1.9229 0.4 0.3 -0.1 -0.09
H -3.4528 1.5086 1.2153 -0.1 0.2 0.0 0.24
H -4.7646 0.6569 2.0606 -0.1 0.1 0.1 0.22
H -3.0817 0.0279 2.0681 0.1 0.0 0.3 0.23
H -5.7532 0.9202 -0.4362 -0.3 -0.1 0.2 0.21
H -5.0222 -0.1208 -1.6287 -0.1 -0.2 -0.2 0.24
H -5.9965 -0.8666 -0.3822 0.0 -0.1 0.3 0.25
C -1.3541 6.4449 0.2578 -0.2 -0.2 0.0 -0.38
C -0.2431 7.0534 -0.1756 -0.2 0.2 0.3 0.31
C 0.6210 6.4568 -1.2490 0.1 -0.5 -0.3 0.47
O 1.6058 7.0756 -1.6045 0.0 0.2 0.2 -0.53
C 0.2367 5.1672 -1.8046 0.2 0.2 0.0 -0.39
C -0.8730 4.5584 -1.3691 0.3 -0.2 -0.3 0.32
C -1.7497 5.1666 -0.3139 0.0 0.5 0.4 0.47
O -2.7514 4.5608 0.0206 0.0 -0.2 -0.1 -0.54
O -1.2780 3.3819 -1.8312 -0.2 0.1 0.1 -0.62
O 0.1712 8.2196 0.3077 0.2 -0.1 -0.2 -0.62
H -1.9834 6.8665 1.0286 0.0 0.0 0.0 0.24
H 0.8737 4.7381 -2.5649 0.0 0.0 0.0 0.25
H -2.1023 3.1794 -1.3463 0.0 -0.1 0.0 0.51
H 0.9925 8.4344 -0.1774 0.0 0.0 0.0 0.51
C 4.3546 -4.4544 1.8734 0.3 -0.1 0.0 -0.39
C 3.2094 -4.0929 1.2783 -0.1 0.1 0.5 0.32
C 2.9554 -4.3803 -0.1759 0.2 -0.2 -0.3 0.48
O 1.8872 -4.0397 -0.6460 -0.1 -0.2 0.1 -0.55
C 3.9981 -5.0449 -0.9436 -0.2 0.1 0.0 -0.39
C 5.1410 -5.4011 -0.3453 -0.1 -0.1 -0.4 0.32
C 5.3880 -5.1383 1.1116 -0.3 0.3 0.5 0.47
O 6.4446 -5.5072 1.5896 0.1 -0.1 -0.2 -0.54
O 6.1308 -6.0088 -0.9913 0.1 0.0 0.3 -0.63
O 2.2377 -3.4659 1.9337 0.0 -0.2 -0.5 -0.63
H 4.5510 -4.2570 2.9175 0.0 0.0 0.0 0.24
H 3.8089 -5.2312 -1.9912 0.0 0.0 0.0 0.24
H 6.8334 -6.1546 -0.3270 0.0 0.0 0.0 0.51
H 1.5019 -3.3044 1.3038 -0.1 0.1 0.2 0.52
```
Forces are in eV/Å.

- HOMO energy (eV) = -7.68
- orbital gap (eV) = 6.1
- structure (SMILES) = O=C1C=C(O)C(=O)C=C1O.O=C1C=C(O)C(=O)C=C1O.CCCOCPN=C(C)C
- net charge = 0

[2]
Computed, not measured: a cluster of 2 separate species, C19H24O6S2 in total at a distorted geometry, with the ωB97M-V functional and the def2-TZVPD basis.

XYZ file:
```
51
Properties=species:S:1:pos:R:3:forces:R:3:nbo_charge:R:1
C 4.6338 -0.8448 2.6439 0.3 -0.2 -0.1 -0.62
C 3.8475 0.4171 2.4102 0.1 -0.1 0.0 -0.08
O 2.5014 0.1540 2.7964 1.0 0.5 -0.2 -0.53
C 1.6299 1.0243 2.2202 -1.3 -0.2 -0.6 0.80
C 0.2827 0.5266 2.3969 -0.3 0.1 0.1 -0.58
C -0.7394 1.5419 2.5252 1.9 -1.1 0.6 0.77
O -0.5163 2.6371 3.0360 -1.0 -0.1 -0.4 -0.68
O -1.9349 1.1183 2.0550 -1.2 1.1 0.0 -0.52
C -2.9721 2.1188 2.1153 0.3 -0.1 0.1 -0.08
C -4.3040 1.4596 2.3611 -0.3 -0.2 0.2 -0.62
C 0.0782 -0.8701 2.0415 0.4 2.1 -0.3 0.78
O 0.7817 -1.4825 1.2569 -0.3 -0.8 0.4 -0.66
O -1.0273 -1.3718 2.6368 -0.3 -1.3 -0.3 -0.53
C -1.4346 -2.6589 2.1246 0.2 0.4 0.1 -0.08
C -2.9097 -2.8007 2.3887 -0.3 0.0 0.0 -0.62
O 1.9593 2.0033 1.5827 0.6 -0.1 0.6 -0.63
H 5.6850 -0.6488 2.4154 0.0 -0.1 0.1 0.20
H 4.5550 -1.1967 3.6806 0.0 0.1 -0.2 0.19
H 4.2755 -1.6320 1.9663 0.1 0.1 0.3 0.22
H 4.2228 1.2610 3.0067 0.1 -0.1 -0.2 0.16
H 3.8689 0.6907 1.3459 0.1 0.1 0.4 0.20
H -2.7353 2.7976 2.9421 0.0 0.1 -0.4 0.20
H -2.9715 2.6753 1.1699 0.1 0.0 0.2 0.17
H -5.0995 2.2050 2.2478 0.1 -0.1 0.0 0.21
H -4.4997 0.6291 1.6703 0.1 0.2 0.1 0.21
H -4.3460 1.0803 3.3920 0.0 -0.1 -0.3 0.19
H -1.2188 -2.6938 1.0503 0.1 -0.1 0.3 0.20
H -0.8496 -3.4307 2.6406 -0.1 0.0 -0.2 0.16
H -3.2572 -3.7808 2.0510 0.0 0.0 0.0 0.20
H -3.1367 -2.6963 3.4549 0.0 0.0 -0.1 0.20
H -3.4604 -2.0295 1.8373 0.1 -0.1 0.2 0.22
C 3.6499 -2.9359 6.1484 -0.3 0.4 0.1 -0.13
C 2.3305 -3.3751 6.3118 -0.1 0.1 0.1 -0.21
C 1.3167 -2.4672 6.5997 0.2 0.1 -0.1 -0.14
C 1.6222 -1.0943 6.7404 0.0 0.0 -0.3 -0.08
C 0.5733 -0.1299 7.0234 -0.4 0.3 0.7 -0.23
S 0.9356 1.5069 7.4044 -0.2 -0.6 -0.2 0.49
C -0.6462 1.9461 8.1986 0.2 0.1 0.1 -0.54
C -1.7506 0.9928 7.7732 -0.3 0.0 -0.5 -0.54
S -1.0744 -0.5904 7.1694 0.7 0.1 0.1 0.49
C 2.9597 -0.6602 6.6038 -0.1 -0.1 -0.1 -0.13
C 3.9575 -1.5763 6.2911 -0.1 0.0 0.2 -0.21
H 4.4373 -3.6481 5.9114 -0.2 0.1 0.0 0.23
H 2.0892 -4.4326 6.2128 0.1 0.3 0.0 0.23
H 0.2836 -2.8062 6.7270 0.4 0.0 -0.1 0.22
H -0.5035 1.9219 9.2839 0.1 0.0 -0.2 0.24
H -0.8570 2.9761 7.8941 -0.1 -0.2 0.1 0.27
H -2.4189 0.7488 8.6060 0.2 0.1 -0.2 0.25
H -2.3448 1.4203 6.9590 0.1 -0.2 0.1 0.26
H 3.2004 0.3999 6.7349 0.0 -0.5 -0.1 0.23
H 4.9827 -1.2260 6.1701 -0.3 -0.1 0.0 0.24
```
Forces are in eV/Å.

- HOMO energy (eV) = -5.85
- orbital gap (eV) = 3.0
- net charge = 0

[3]
Computed, not measured: a structure of composition C19H25BF4N8ReS2 at a distorted geometry, with the ωB97M-V functional and the def2-TZVPD basis.

XYZ file:
```
60
Properties=species:S:1:pos:R:3:forces:R:3:mulliken_spin:R:1
Re 0.7457 -0.3870 0.6169 -0.3 -0.3 -0.8 1.01
N 3.2799 -0.2442 2.8100 0.2 -0.1 0.3 0.01
C 2.0743 -0.1280 3.4518 -0.1 0.1 0.6 -0.01
C 2.1253 0.0175 4.8541 -0.1 -0.1 -0.1 0.00
C 0.9715 0.1760 5.5804 0.2 0.0 -0.4 0.00
C -0.2395 0.1997 4.8911 0.0 -0.1 -0.3 0.00
C -0.2216 0.0420 3.5295 -0.7 0.2 0.7 0.00
N 0.8992 -0.1444 2.8090 0.7 0.0 -1.6 -0.01
C 3.7113 -0.1544 1.5031 0.5 0.1 -0.3 0.01
C 5.0940 0.0396 1.3357 -0.1 -0.1 -0.1 -0.01
C 5.6345 0.1402 0.0763 -0.4 0.0 0.1 0.01
C 4.7767 0.0167 -1.0126 -0.2 -0.1 0.1 0.00
C 3.4388 -0.1799 -0.7782 0.5 0.1 -0.7 0.01
N 2.8878 -0.2557 0.4482 -0.5 0.1 0.6 -0.03
H 4.0583 -0.2340 3.4618 -0.2 0.0 -0.2 0.00
H 3.0818 0.0104 5.3517 0.2 0.0 0.0 0.00
H 1.0033 0.3026 6.6512 0.1 0.0 0.1 0.00
H -1.1748 0.3426 5.4014 -0.2 0.0 0.0 0.00
H -1.1517 0.0899 2.9874 0.1 -0.1 -0.1 0.00
H 5.7301 0.1124 2.2040 0.0 0.0 0.1 0.00
H 6.6880 0.3206 -0.0623 0.1 0.0 0.0 0.00
H 5.1392 0.0699 -2.0228 0.0 0.0 -0.2 0.00
H 2.7654 -0.2785 -1.6166 0.0 0.1 0.1 0.00
C -3.0594 2.0545 -4.2174 0.0 0.1 0.2 0.00
C -2.7311 2.0709 -2.7269 -0.3 0.1 -0.2 0.00
N -1.4552 1.4410 -2.4029 0.1 0.1 0.1 0.00
C -1.2429 0.1447 -2.3396 0.0 -0.1 0.3 0.01
S 0.3525 -0.4423 -1.9098 0.9 0.3 1.3 -0.03
N -2.1836 -0.7308 -2.6506 -0.2 0.5 -0.1 0.00
C -2.0503 -2.1766 -2.5941 0.1 -0.6 -0.1 0.00
C -1.6984 -2.7906 -3.9441 0.0 0.1 0.2 0.00
H -4.0022 2.5709 -4.3669 -0.1 0.0 -0.1 0.00
H -3.1566 1.0529 -4.6318 0.0 -0.1 0.0 0.00
H -2.2957 2.5873 -4.7749 0.1 0.0 -0.1 0.00
H -3.5223 1.5858 -2.1454 0.1 0.0 0.0 0.00
H -2.6577 3.1038 -2.3867 0.0 -0.1 0.1 0.00
H -0.6898 2.0646 -2.1726 0.0 -0.3 0.0 0.00
H -3.0110 -0.3810 -3.1196 0.0 0.0 0.1 0.00
H -3.0071 -2.5767 -2.2514 0.1 0.0 0.1 0.00
H -1.2749 -2.4226 -1.8622 -0.3 0.1 -0.1 0.00
H -2.4978 -2.6418 -4.6633 -0.1 0.0 -0.1 0.00
H -1.5489 -3.8584 -3.8170 0.0 -0.1 -0.1 0.00
H -0.7859 -2.3635 -4.3487 0.1 0.1 0.0 0.00
F 0.7503 1.6192 0.5855 0.0 -1.5 0.3 0.02
B 0.6642 3.3295 0.2139 0.0 0.3 -0.3 0.00
F -0.5672 3.3252 -0.3384 -0.7 0.0 -0.2 0.00
F 0.7883 3.8392 1.4241 0.1 0.1 0.6 0.00
F 1.6562 3.4407 -0.6574 0.6 0.0 -0.3 0.00
S 1.2632 -5.0168 0.6223 -0.2 1.1 0.0 0.09
C 1.0195 -3.4646 0.6509 0.5 -2.9 0.0 0.06
N 0.8286 -2.2895 0.6726 -0.5 2.6 0.3 -0.11
N -2.2448 -1.4068 0.9168 0.1 -0.2 0.0 0.00
C -3.5206 -0.9956 0.9721 -0.1 0.4 -0.1 0.00
C -3.5164 0.3762 0.8173 0.0 -0.3 0.1 0.00
C -2.1734 0.7253 0.6874 -0.2 -0.2 0.0 -0.02
N -1.4100 -0.3672 0.7413 0.2 0.3 0.1 -0.01
H -1.8936 -2.3488 1.0322 0.1 0.2 -0.1 0.00
H -4.3376 -1.6757 1.1149 -0.1 -0.2 0.0 0.00
H -4.3595 1.0373 0.8148 -0.2 0.1 0.0 0.00
H -1.7459 1.7045 0.5816 0.2 0.1 -0.1 0.00
```
Forces are in eV/Å.

- HOMO energy (alpha / beta) (eV) = -14.26 / -14.31
- orbital gap (alpha / beta) (eV) = 5.9 / 6.4
- multiplicity = 2
- energy relative to the best compared isomer or geometry (same formula, charge and spin) (kcal/mol) = 16.8
- net charge = +2

| no. | electronic energy (a.u.) |
| --- | --- |
| 1 | -1811.58128 |
| 2 | -1986.13131 |
| 3 | -2475.82873 |